[1]
Density functional theory data (ωB97M-V/def2-TZVPD) for a molecular structure, C33H15F4GaN11O.

Properties
HOMO level (spin up / spin down): -10.06 / -10.06 eV
net charge: +1
relative energy (zero: lowest compared OMol25 entry of this formula, charge and spin): 1.106 eV

Last column: Mulliken charge in e.
Atoms and positions in Å:
Ga1 1.012 -1.662 -0.011  0.695
C1 2.620 3.614 -0.870  -0.650
C2 1.388 3.457 -1.493  -0.859
C3 0.912 2.198 -1.786  -0.238
C4 1.655 1.058 -1.426  0.006
C5 2.897 1.229 -0.795  0.015
C6 3.371 2.497 -0.526  -0.928
N1 1.110 -0.197 -1.559  0.275
C7 0.331 -0.542 -2.587  1.140
C8 0.380 0.041 -3.875  -0.826
C9 -0.501 -0.356 -4.846  -0.650
C10 -1.477 -1.338 -4.593  -0.780
C11 -1.553 -1.937 -3.365  -0.899
C12 -0.646 -1.575 -2.355  0.455
N2 -0.680 -2.014 -1.092  1.640
N3 -1.672 -2.616 -0.578  -1.413
C13 -1.571 -2.793 0.775  0.199
C14 -2.569 -3.510 1.443  -0.463
C15 -2.474 -3.653 2.813  -0.328
C16 -1.395 -3.076 3.476  -1.020
C17 -0.451 -2.378 2.742  -0.120
N4 -0.548 -2.215 1.431  -0.076
H1 2.995 4.604 -0.665  0.450
H2 0.800 4.325 -1.753  0.457
H3 -0.062 2.063 -2.233  0.630
H4 3.498 0.359 -0.568  0.102
H5 4.333 2.631 -0.054  0.486
H6 1.144 0.775 -4.084  0.593
H7 -0.452 0.091 -5.826  0.464
H8 -2.158 -1.626 -5.376  0.446
H9 -2.279 -2.702 -3.145  0.515
H10 -3.375 -3.938 0.871  0.562
H11 -3.218 -4.214 3.356  0.434
H12 -1.293 -3.155 4.546  0.492
H13 0.412 -1.932 3.222  0.531
N5 3.667 -4.494 0.539  -0.266
C18 2.683 -3.664 0.254  -0.282
O1 1.622 -3.626 0.902  -0.707
C19 2.792 -2.683 -0.866  1.734
C20 2.207 -3.171 -2.072  -0.225
N6 1.664 -3.505 -3.025  -0.615
C21 4.079 -2.101 -1.031  -0.102
N7 5.109 -1.607 -1.107  -0.568
H14 4.519 -4.529 0.001  0.215
H15 3.594 -5.097 1.348  0.308
F1 -0.645 0.499 0.426  0.076
C22 -1.083 1.602 1.106  -0.405
C23 -2.178 2.251 0.608  0.802
F2 -2.710 1.791 -0.526  -0.340
C24 -2.768 3.363 1.280  -0.125
C25 -2.143 3.725 2.514  0.154
C26 -1.040 3.069 3.000  -0.151
F3 -0.516 3.464 4.157  -0.305
C27 -0.434 1.985 2.308  1.446
C28 0.708 1.313 2.799  -0.166
C29 1.305 0.336 2.049  1.009
N8 1.798 -0.495 1.396  -0.280
C30 1.264 1.523 4.081  -0.707
N9 1.725 1.607 5.125  -0.428
F4 -2.631 4.741 3.213  -0.283
C31 -3.893 4.029 0.780  0.982
C32 -4.462 3.737 -0.475  -0.161
N10 -4.941 3.541 -1.499  -0.405
C33 -4.578 5.040 1.480  -0.181
N11 -5.196 5.843 2.018  -0.361

---

[2]
Density functional theory data (ωB97M-V/def2-TZVPD) for C3H5NO2 in the gas phase.

Properties
HOMO level (spin up / spin down): -9.14 / -9.14 eV
net charge: 0
relative energy (zero: lowest compared OMol25 entry of this formula, charge and spin): 4.550 eV

Last column: Mulliken charge in e.
Atoms and positions in Å:
O1 0.463 1.583 -0.353  -0.507
C1 -0.016 0.553 0.504  0.242
C2 -1.278 0.565 -0.167  -0.352
N1 0.064 -1.806 0.468  -0.693
C3 0.728 -0.753 0.111  0.469
O2 1.756 -0.505 -0.571  -0.698
H1 1.218 1.034 -0.799  0.457
H2 0.012 0.822 1.558  0.313
H3 -2.211 0.943 0.255  0.263
H4 -1.288 0.238 -1.202  0.251
H5 0.558 -2.643 0.149  0.254

---

[3]
Density functional theory data (ωB97M-V/def2-TZVPD) for 10 unconnected molecules or ions with the total composition C22H47NO12.

Properties
HOMO level: -8.49 eV
net charge: 0
relative energy (zero: lowest compared OMol25 entry of this formula, charge and spin): 0.000 eV

Last column: Mulliken charge in e.
Atoms and positions in Å:
C1 14.919 -8.238 9.991  -0.460
C2 14.372 -9.058 8.965  0.356
C3 15.377 -9.873 8.495  -1.070
N1 16.520 -9.541 9.166  -0.008
C4 16.256 -8.530 10.057  -0.701
H1 14.492 -7.503 10.657  0.477
H2 13.412 -8.941 8.484  0.371
H3 15.339 -10.612 7.715  0.435
H4 17.438 -9.940 9.112  0.173
H5 16.991 -7.995 10.633  0.409
O1 13.138 -5.988 12.218  -0.626
C5 11.985 -6.314 12.216  0.590
C6 10.913 -5.871 11.242  1.070
C7 9.761 -6.796 11.575  0.007
C8 10.057 -7.391 12.961  -0.566
O2 11.485 -7.208 13.070  -0.412
H6 10.672 -4.842 11.515  0.179
H7 11.178 -5.967 10.195  -0.947
H8 8.789 -6.302 11.642  0.182
H9 9.607 -7.555 10.808  -0.091
H10 9.540 -6.896 13.784  0.235
H11 9.815 -8.445 13.080  0.354
O3 12.898 -2.641 6.675  -0.616
C9 13.403 -3.584 7.211  0.420
C10 14.825 -4.122 7.017  -0.648
C11 14.691 -5.565 7.555  -0.315
C12 13.514 -5.475 8.507  0.559
O4 12.718 -4.383 8.048  -0.063
H12 15.120 -4.042 5.979  0.345
H13 15.445 -3.548 7.707  0.267
H14 14.573 -6.248 6.715  0.095
H15 15.579 -5.852 8.118  0.357
H16 12.910 -6.379 8.400  -0.540
H17 13.802 -5.315 9.546  0.140
O5 5.261 -5.689 11.725  -0.605
C13 5.313 -5.954 10.556  0.468
C14 4.175 -6.178 9.554  -0.449
C15 4.900 -6.762 8.356  -0.642
C16 6.361 -6.407 8.543  0.013
O6 6.493 -6.101 9.940  -0.193
H18 3.586 -6.939 10.067  0.227
H19 3.577 -5.287 9.386  0.300
H20 4.725 -7.838 8.283  0.263
H21 4.559 -6.417 7.378  0.378
H22 7.038 -7.243 8.387  -0.028
H23 6.622 -5.547 7.926  0.271
C17 10.018 -7.533 7.986  0.285
O7 10.875 -8.471 8.630  0.138
H24 10.402 -7.249 7.001  -0.262
H25 9.026 -7.951 7.812  0.332
H26 10.000 -6.623 8.580  -0.125
H27 10.792 -9.307 8.141  -0.249
C18 8.765 -8.582 3.789  -0.340
O8 8.993 -7.415 4.590  -0.506
H28 9.446 -9.340 4.182  -0.001
H29 7.740 -8.893 3.973  0.262
H30 8.940 -8.395 2.730  0.255
H31 9.945 -7.244 4.675  0.303
C19 12.472 -7.754 5.055  -0.314
O9 11.736 -6.522 4.883  -0.574
H32 13.398 -7.731 4.480  0.528
H33 12.690 -8.075 6.072  -0.167
H34 11.809 -8.492 4.587  0.230
H35 12.086 -6.099 4.095  0.316
C20 9.808 -2.781 8.917  0.007
O10 8.882 -1.721 8.951  -0.577
H36 9.367 -3.746 8.671  -0.057
H37 10.595 -2.601 8.179  0.145
H38 10.275 -2.873 9.905  0.190
H39 9.284 -0.855 8.984  0.311
C21 11.385 -11.793 10.411  -0.142
O11 12.024 -12.474 11.462  -0.549
H40 10.755 -10.954 10.722  0.119
H41 12.070 -11.426 9.642  0.003
H42 10.666 -12.385 9.827  0.223
H43 12.953 -12.532 11.229  0.345
C22 11.152 -10.895 6.617  -0.040
O12 10.160 -10.974 7.636  -0.548
H44 10.812 -10.420 5.695  -0.139
H45 12.030 -10.324 6.926  -0.096
H46 11.537 -11.901 6.420  0.445
H47 9.487 -11.568 7.292  0.288

---

[4]
Density functional theory data (ωB97M-V/def2-TZVPD) for a gas-phase ion, C4H9N2 (charge +1).

Properties
HOMO level: -13.73 eV
net charge: +1
relative energy (zero: lowest compared OMol25 entry of this formula, charge and spin): 5.337 eV

Last column: Mulliken charge in e.
Atoms and positions in Å:
N1 1.162 -1.619 0.026  -0.554
C1 -0.096 -1.053 -0.089  -0.010
N2 -0.571 -0.817 1.387  -0.324
C2 -0.175 0.705 -0.575  0.032
C3 0.192 1.825 -0.074  -0.427
C4 -0.542 1.838 -1.454  -0.581
H1 1.738 -0.871 0.450  0.240
H2 1.448 -2.159 -0.777  0.256
H3 -0.685 -1.853 -0.583  0.543
H4 -1.384 -1.238 1.562  0.293
H5 0.186 -1.370 1.870  0.352
H6 -0.661 0.249 1.583  0.339
H7 0.958 2.360 0.471  0.349
H8 -1.535 2.039 -1.449  0.238
H9 -0.035 1.963 -2.350  0.256

---

[5]
Density functional theory data (ωB97M-V/def2-TZVPD) for 2 unconnected molecules or ions with the total composition NO4S2.

Properties
HOMO level (spin up / spin down): -4.95 / -4.78 eV
net charge: -1
relative energy (zero: lowest compared OMol25 entry of this formula, charge and spin): 6.673 eV

Last column: Mulliken charge in e.
Atoms and positions in Å:
N1 -0.421 -0.738 -0.741  0.784
O1 -1.053 0.026 2.158  -0.441
O2 -0.148 -1.925 -0.564  -0.536
O3 -1.262 -0.262 -1.457  -0.523
O4 1.880 -0.044 0.520  -0.510
S1 0.457 2.380 -0.359  -0.374
S2 0.548 0.563 0.443  0.601

---

[6]
Density functional theory data (ωB97M-V/def2-TZVPD) for a molecular structure, C18H58BO9Pd.

Properties
HOMO level (spin up / spin down): -11.73 / -11.73 eV
multiplicity: 3
net charge: +1

Last column: Löwdin spin population.
Atoms and positions in Å:
Pd1 -2.858 -1.319 -0.448  1.010
B1 0.296 -0.449 -0.623  0.469
H1 0.352 -1.499 -0.382  0.156
H2 1.251 0.005 -0.839  0.105
H3 -0.284 -0.340 -1.526  0.158
H4 -0.214 0.054 0.184  0.088
C1 0.294 -3.503 3.687  0.000
C2 -0.827 -2.506 3.681  0.000
O1 -1.690 -2.818 2.596  0.002
H5 0.874 -3.392 4.603  0.000
H6 1.002 -3.363 2.870  0.000
H7 -0.174 -4.483 3.596  0.000
H8 -0.406 -1.511 3.537  0.000
H9 -1.334 -2.430 4.643  0.000
H10 -2.234 -3.507 2.983  0.000
C3 5.496 -3.640 -0.148  0.000
C4 6.472 -2.875 0.769  0.000
O2 7.385 -3.795 1.328  0.000
H11 5.930 -4.238 -0.949  0.000
H12 4.849 -2.889 -0.603  0.000
H13 4.869 -4.324 0.424  0.000
H14 5.937 -2.372 1.575  0.000
H15 7.053 -2.177 0.166  0.000
H16 6.925 -4.351 1.960  0.000
C5 3.483 0.282 -6.299  0.000
C6 2.737 0.508 -4.999  0.000
O3 2.704 -0.694 -4.282  0.000
H17 2.877 -0.263 -7.024  0.000
H18 4.420 -0.259 -6.170  0.000
H19 3.764 1.221 -6.776  0.000
H20 1.742 0.889 -5.227  0.000
H21 3.228 1.188 -4.303  0.000
H22 2.303 -0.455 -3.443  0.000
C7 4.975 1.861 0.425  0.000
C8 4.060 1.822 1.691  0.000
O4 2.737 2.210 1.353  0.000
H23 6.026 1.749 0.689  0.000
H24 4.875 2.868 0.021  0.000
H25 4.625 1.147 -0.322  0.000
H26 4.463 2.561 2.383  0.000
H27 4.072 0.812 2.101  0.000
H28 2.463 1.623 0.645  0.000
C9 -0.700 -6.188 -1.181  0.000
C10 -2.093 -5.590 -1.625  0.000
O5 -1.836 -4.257 -1.957  0.002
H29 -0.887 -7.182 -0.774  0.000
H30 -0.225 -5.555 -0.432  0.000
H31 -0.071 -6.253 -2.069  0.000
H32 -2.778 -5.620 -0.777  0.000
H33 -2.476 -6.180 -2.458  0.000
H34 -1.265 -4.325 -2.726  0.000
C11 -1.719 4.643 6.011  0.000
C12 -0.581 3.979 5.375  0.000
O6 -0.974 3.339 4.161  0.000
H35 -2.563 4.001 6.263  0.000
H36 -2.217 5.297 5.295  0.000
H37 -1.344 5.191 6.876  0.000
H38 -0.193 3.237 6.072  0.000
H39 0.229 4.663 5.123  0.000
H40 -0.151 3.293 3.668  0.000
C13 -0.553 4.460 -2.892  0.000
C14 -1.224 4.893 -1.632  0.000
O7 -2.646 4.690 -1.862  0.000
H41 -0.955 3.542 -3.319  0.000
H42 0.482 4.248 -2.626  0.000
H43 -0.557 5.272 -3.620  0.000
H44 -0.971 5.945 -1.499  0.000
H45 -0.788 4.307 -0.822  0.000
H46 -3.036 5.515 -2.160  0.000
C15 -4.021 0.065 -4.984  0.000
C16 -4.662 0.892 -3.913  0.000
O8 -3.832 0.888 -2.799  0.005
H47 -3.923 -1.014 -4.866  0.000
H48 -3.029 0.413 -5.272  0.000
H49 -4.636 0.255 -5.863  0.000
H50 -5.649 0.496 -3.673  0.000
H51 -4.884 1.918 -4.206  0.000
H52 -3.701 1.807 -2.551  0.000
C17 -5.411 0.265 3.970  0.000
C18 -4.935 1.282 2.938  0.000
O9 -3.804 0.890 2.213  0.002
H53 -5.957 -0.573 3.536  0.000
H54 -6.111 0.758 4.645  0.000
H55 -4.515 0.011 4.536  0.000
H56 -4.592 2.223 3.368  0.000
H57 -5.690 1.542 2.196  0.000
H58 -3.075 1.173 2.770  0.000

---

no.,electronic energy (Ha)
1,-4268.00959
2,-322.40711
3,-1823.99265
4,-266.90314
5,-1151.89949
6,-1549.78790